11
Properties=species:S:1:pos:R:3:forces:R:3:nbo_charge:R:1 method="wB97M-V/def2-TZVPD" homo_ev=-9.763 e_lumo_ev=0.867 homo_lumo_gap_ev=10.63
H -2.14254 0.30143 0.57272 0.163 0.087 -0.174 0.225
O 0.17994 2.20409 0.90065 -0.077 -0.853 0.178 -0.539
H -1.26845 -1.25654 0.57191 -0.115 0.201 -0.078 0.195
N -0.27006 0.30098 -0.41645 0.059 0.069 0.046 -0.313
O 1.67768 0.47533 0.64878 -0.075 0.671 -0.392 -0.471
H 2.61538 -1.01594 -0.51004 -0.043 0.099 0.201 0.206
H -2.03823 -0.67731 -0.92283 0.006 0.087 0.119 0.221
C 0.43547 1.12389 0.46086 0.111 0.124 0.164 0.847
C -1.51337 -0.36348 -0.02016 -0.184 0.038 0.006 -0.407
C 1.70182 -0.47332 -0.31329 -0.112 -0.128 -0.373 0.322
N 0.62236 -0.61913 -0.97216 0.266 -0.394 0.303 -0.285

14
Properties=species:S:1:pos:R:3:forces:R:3:nbo_charge:R:1 method="wB97M-V/def2-TZVPD" homo_ev=-9.055 e_lumo_ev=-0.411 homo_lumo_gap_ev=8.64
H -0.02398 1.32659 -2.37468 0.700 1.970 -1.043 0.211
H -1.33356 -1.21537 -1.50113 0.109 1.326 -1.802 0.226
H 1.56804 0.98471 1.96326 -0.324 -0.526 0.873 0.234
C 0.35214 -0.10762 0.64556 0.776 1.852 0.392 -0.273
F 0.86419 1.92068 -0.23731 1.367 2.938 0.737 -0.288
C -0.11217 -1.38824 0.59525 -4.331 -6.196 0.463 0.269
C 0.29722 0.78677 -0.37850 -1.672 -3.174 0.766 0.468
C -1.05588 -0.33931 -2.20190 0.483 -1.123 3.501 -0.300
C 0.76871 0.22355 2.06088 -0.920 -0.511 3.453 -0.620
H -0.18844 0.68121 2.68885 2.432 -0.889 -1.785 0.235
H 1.04731 -0.79278 2.85430 -0.449 3.145 -3.018 0.250
C -0.37252 0.67915 -1.64941 -0.120 -2.377 -0.729 -0.303
N -0.69376 -2.41786 0.79342 2.665 3.827 -1.081 -0.319
H -1.11729 -0.34148 -3.25859 -0.717 -0.262 -0.728 0.210

22
Properties=species:S:1:pos:R:3:forces:R:3:nbo_charge:R:1 method="wB97M-V/def2-TZVPD" spin_multiplicity=5 homo_ev="-12.163 / -18.903" total_charge=+2 e_lumo_ev="-7.033 / -14.110" s2=6.006 homo_lumo_gap_ev="5.13 / 4.79"
H -10.45207 -26.05442 9.99381 -0.503 -0.027 0.056 0.489
H -6.43831 -27.62736 8.25344 0.389 -0.393 0.284 0.528
H -9.22761 -25.07521 7.05040 -0.138 -0.282 -0.644 0.506
H -8.74484 -22.19205 10.33151 0.033 0.605 0.474 0.499
H -6.65903 -23.65027 11.65581 0.089 0.284 0.190 0.485
H -7.77251 -27.17324 7.70067 -0.237 -0.274 -0.281 0.507
H -9.95985 -23.87378 7.60922 -0.497 0.218 -0.066 0.501
H -6.45975 -24.93792 12.42661 0.058 -0.400 0.310 0.519
O -7.03751 -26.88104 8.23976 -0.135 0.673 -0.016 -0.970
O -6.69264 -24.60217 11.56101 -0.233 -0.042 -0.796 -0.953
H -9.95485 -23.05819 10.05297 -0.704 0.094 0.000 0.493
O -6.97029 -22.13837 8.65138 0.101 3.108 1.731 -0.210
H -9.90775 -27.34798 10.56152 0.151 -0.395 0.269 0.526
H -7.77430 -22.13437 8.13196 -1.759 0.064 -1.216 0.499
O -9.12905 -24.34615 7.66276 0.207 -0.180 0.092 -0.964
O -9.08042 -23.08172 10.44163 0.760 -0.508 -0.359 -0.844
O -5.67598 -24.43648 8.41826 -0.279 0.725 0.122 -0.973
Ti -7.85226 -25.00083 9.42176 0.211 -0.395 1.421 0.774
H -5.84796 -25.31625 8.08260 -0.204 -0.737 -0.575 0.522
H -6.51371 -22.93494 8.38077 1.711 -3.140 -0.661 0.504
H -4.76373 -24.26462 8.18479 0.656 0.189 0.186 0.533
O -9.63370 -26.51843 10.17038 0.323 0.815 -0.519 -0.970

15
Properties=species:S:1:pos:R:3:forces:R:3:nbo_charge:R:1 method="wB97M-V/def2-TZVPD" homo_ev=-5.284 total_charge=-1 e_lumo_ev=3.611 homo_lumo_gap_ev=8.89
O 0.07629 0.57617 1.54829 -1.223 0.993 0.355 -1.018
N -1.43722 0.30043 -0.44378 1.265 -0.335 1.059 -0.766
O -0.18017 2.59548 -0.06013 0.943 -1.231 -0.543 -1.070
H 0.90801 0.17586 1.75953 1.482 -0.694 0.187 0.530
N 2.69214 1.07295 -1.19761 0.680 1.199 -0.570 -0.463
H -0.86544 -1.61320 0.10367 -0.674 0.446 0.865 0.363
P 0.05888 1.12234 0.04429 -2.959 0.744 1.663 1.782
H -2.16426 -0.86463 1.11556 1.512 -0.243 -1.422 0.369
P 1.72365 -0.14856 -0.58557 1.167 -1.837 2.705 1.891
N 3.05252 1.09318 -2.36271 1.276 0.350 -1.420 -0.279
O 1.25899 -1.08160 -1.64887 -0.036 -0.181 0.248 -1.140
H 2.87073 0.23542 -2.96160 -0.679 0.142 1.009 0.284
N -1.69882 -1.01091 0.18479 -0.385 0.840 -0.730 -0.705
O 2.40021 -0.52408 0.77276 -1.562 0.368 -2.646 -1.137
H -1.19318 0.13577 -1.40571 -0.807 -0.562 -0.759 0.358

7
Properties=species:S:1:pos:R:3:forces:R:3:nbo_charge:R:1 method="wB97M-V/def2-TZVPD" spin_multiplicity=3 homo_ev="-9.498 / -9.872" e_lumo_ev="0.597 / -2.485" s2=2.007 homo_lumo_gap_ev="10.09 / 7.39"
H -1.61488 1.30243 -0.98743 0.027 0.972 -0.423 -0.236
N 1.60975 0.05381 0.09797 5.505 -2.215 -0.342 -0.112
O 0.78095 0.29467 0.89501 -2.927 1.595 2.252 -0.204
H 2.46050 -0.51111 0.57805 -1.463 1.101 -1.675 0.374
Si -1.17077 0.10259 -0.35134 0.015 -0.991 -0.266 1.606
H -0.24214 -0.73226 -1.07654 0.122 -0.024 -0.900 -0.255
O -1.82341 -0.51012 0.84428 -1.278 -0.437 1.353 -1.174

19
Properties=species:S:1:pos:R:3:forces:R:3:nbo_charge:R:1 method="wB97M-V/def2-TZVPD" homo_ev="-7.362 / -7.352" e_lumo_ev="-2.422 / -2.448" homo_lumo_gap_ev="4.94 / 4.90"
H -1.80062 -1.39684 0.28667 -1.322 -1.054 1.096 0.224
H -1.23951 1.54699 1.09954 2.055 -1.189 0.575 0.435
C 0.66066 -1.03720 -0.17534 0.314 0.346 1.623 -0.001
H 2.32953 -0.14054 2.15005 1.798 -0.008 1.752 0.395
C -0.50893 0.08045 -0.21886 1.208 0.244 -0.998 0.175
H -2.67212 -0.11886 -0.65602 -3.375 2.514 0.214 0.226
H -0.17820 0.23000 -2.28095 0.203 0.867 -0.298 0.212
S 0.69679 2.00591 3.04492 0.283 -0.093 -0.104 -0.363
H -1.65597 -1.15398 -1.41952 -0.238 -0.502 -0.100 0.207
C -1.86761 -0.67088 -0.46727 5.953 -1.448 -0.722 -0.602
H -0.91221 1.76971 -1.48471 0.796 -0.990 -0.529 0.223
C 0.67266 0.85368 1.78810 -0.369 1.878 2.470 0.284
N 1.59863 -0.01010 1.54040 -1.840 -0.950 -3.053 -0.770
N 1.45546 -1.56567 -0.99760 -1.472 -0.062 0.152 0.234
N -0.46403 0.81955 1.05937 -2.287 -0.619 -2.778 -0.652
O 2.47037 -2.07043 -1.35155 -0.358 0.710 0.375 -0.193
H 0.69882 -1.56458 0.84257 0.170 0.227 -0.687 0.367
C -0.12882 0.95022 -1.45287 -0.953 0.823 1.292 -0.639
H 0.84510 1.47259 -1.30692 -0.565 -0.694 -0.278 0.239

13
Properties=species:S:1:pos:R:3:forces:R:3:nbo_charge:R:1 method="wB97M-V/def2-TZVPD" spin_multiplicity=2 homo_ev="-17.402 / -17.965" total_charge=+2 e_lumo_ev="-9.359 / -9.415" s2=0.753 homo_lumo_gap_ev="8.04 / 8.55"
Li 2.14482 -2.41743 0.34335 0.695 0.217 0.063 0.982
H -4.03657 -1.39631 -0.79100 0.047 0.181 0.217 0.255
C -3.70236 -0.81845 0.07214 -0.845 -0.527 0.156 -0.124
Mg -0.66177 0.26904 -0.04654 -0.100 0.352 0.082 1.886
H 3.90647 0.21372 0.23192 -2.104 -0.772 -1.276 0.600
H -3.53022 -1.35840 1.00637 -0.124 0.137 -0.229 0.228
H -3.97299 1.35554 0.87467 -0.094 -0.150 -0.282 0.221
C -3.85830 0.61615 0.08035 -0.810 0.151 0.553 0.220
O 1.14554 -0.12994 0.33637 -4.824 -0.341 -2.350 -1.013
O -2.60886 0.11962 -0.26563 2.264 0.215 -0.235 -0.752
O 2.89848 1.20006 0.03566 -1.032 1.511 -2.430 -0.591
C 2.24707 0.14738 -0.26621 5.463 1.214 7.537 0.941
O 3.12882 -0.81308 -0.04645 1.462 -2.186 -1.806 -0.854

Number 1: DFT total energy -10250.0960 eV. Number 2: DFT total energy -10523.4593 eV. Number 3: DFT total energy -37653.6253 eV. Number 4: DFT total energy -32812.2466 eV. Number 5: DFT total energy -13506.3991 eV. Number 6: DFT total energy -22677.5615 eV. Number 7: DFT total energy -16995.0733 eV.